Version 1
{
  "formula": "C4H12O3",
  "method": "wB97M-V/def2-TZVPD",
  "elements": ["C", "O", "C", "C", "C", "O", "H", "H", "H", "H", "H", "H", "H", "H", "H", "H", "H", "H", "O"],
  "coordinates": [[-0.01916, -0.13348, -1.88522], [0.32341, 1.17185, -1.84481], [-1.38941, -0.50854, -1.25303], [-1.82007, 0.09294, 0.14975], [-0.80255, -0.46350, 1.24867], [0.49876, 0.25194, 0.97642], [-0.19288, -0.32171, -2.97060], [0.77419, -0.80997, -1.51959], [-0.37508, 1.68308, -1.26752], [-1.64524, -1.66592, -1.38246], [-2.05435, 0.06853, -1.80195], [-2.80642, -0.38125, 0.19768], [-1.92378, 1.15494, 0.15121], [-0.62544, -1.49341, 1.50578], [-1.20015, 0.03584, 2.05085], [0.88685, 0.56924, 0.10257], [4.73438, 0.83242, 2.48515], [3.31180, 0.03261, 2.43654], [4.32514, -0.11563, 2.62056]],
  "lumo_energy_ev": [-3.4, -10.2],
  "orbital_gap_ev": [10.343, 3.568],
  "homo_energy_ev": [-13.747, -13.746],
  "spin_multiplicity": 2,
  "charge": 1
}

---

Version 2
{
  "formula": "C4H12O3",
  "method": "wB97M-V/def2-TZVPD",
  "elements": ["O", "C", "C", "C", "C", "H", "H", "H", "H", "H", "H", "H", "H", "H", "H", "O", "H", "H", "O"],
  "coordinates": [[1.33970, -1.68979, -1.70257], [0.48058, -0.93371, -1.45338], [-0.28718, -0.83188, -0.12777], [0.49459, -1.34637, 1.08041], [0.10233, -0.67589, 2.41574], [0.05281, -0.19803, -2.18075], [-0.59669, 0.19766, -0.00594], [-1.16145, -1.46507, -0.28050], [0.22258, -2.40011, 1.22704], [1.57175, -1.31083, 1.01473], [0.18864, -1.44968, 3.16469], [-0.93680, -0.33738, 2.42322], [0.74073, 0.16316, 2.66898], [-3.23199, 2.13021, -3.41565], [-3.94090, 1.35369, -4.49993], [-3.37819, 1.22879, -3.72267], [2.61807, 2.82946, 0.43311], [3.25949, 2.45592, 1.74722], [2.46193, 2.27986, 1.21400]],
  "lumo_energy_ev": [-5.5, -9.5],
  "orbital_gap_ev": [8.876, 4.827],
  "homo_energy_ev": [-14.355, -14.355],
  "spin_multiplicity": 2,
  "charge": 1
}

---

Energies in eV, measured from the most stable structure: version 1 2.766; version 2 0.000.

---

Version 1
{
  "formula": "C5H11N",
  "method": "wB97M-V/def2-TZVPD",
  "elements": ["C", "C", "C", "H", "H", "H", "H", "H", "H", "C", "C", "N", "H", "H", "H", "H", "H"],
  "coordinates": [[2.06064, 0.78689, -1.83394], [2.50215, 0.49811, -0.41283], [1.79888, 0.88690, 0.68853], [2.75965, 1.56382, -2.21410], [1.06047, 1.06674, -1.86674], [2.24665, -0.12227, -2.46426], [3.56221, 0.19054, -0.26443], [2.46802, 1.01457, 1.62278], [0.71876, 1.22403, 0.77354], [-2.60626, -0.41727, -0.44259], [-2.20335, -1.30153, 0.53087], [-2.56628, -1.31702, 1.90652], [-3.50006, 0.28886, -0.26313], [-1.79568, 0.09698, -0.95731], [-1.50544, -1.99253, 0.23919], [-2.69667, -0.44327, 2.37450], [-2.30369, -2.02355, 2.58339]],
  "lumo_energy_ev": 1.0,
  "orbital_gap_ev": 9.122,
  "homo_energy_ev": -8.117,
  "spin_multiplicity": 1,
  "smiles": "C=CC.C=CN"
}

---

Version 2
{
  "formula": "C5H11N",
  "method": "wB97M-V/def2-TZVPD",
  "elements": ["C", "C", "N", "C", "C", "C", "H", "H", "H", "H", "H", "H", "H", "H", "H", "H", "H"],
  "coordinates": [[0.06955, -2.09983, 0.31729], [1.14742, -1.03694, 0.10567], [0.55892, 0.13213, -0.52506], [0.95964, 1.45980, -0.11174], [-0.38765, 0.92842, 0.22867], [-1.64311, 1.31251, -0.52055], [0.48963, -3.10934, 0.35432], [-0.47633, -1.92857, 1.25137], [-0.64849, -2.05853, -0.50870], [1.63988, -0.79649, 1.06557], [1.92657, -1.40799, -0.57067], [1.67410, 1.55247, 0.70932], [1.08482, 2.19142, -0.90824], [-0.51584, 0.67214, 1.28467], [-1.91478, 2.36440, -0.38854], [-2.49068, 0.69747, -0.19797], [-1.47365, 1.12694, -1.58541]],
  "lumo_energy_ev": 1.3,
  "orbital_gap_ev": 10.292,
  "homo_energy_ev": -9.007,
  "spin_multiplicity": 1,
  "smiles": "CCN1C[C@H]1C"
}

---

Energies in eV, measured from the most stable structure: version 1 1.869; version 2 0.000.

---

Version 1
{
  "formula": "C5H11N",
  "method": "wB97M-V/def2-TZVPD",
  "elements": ["C", "C", "C", "C", "C", "N", "H", "H", "H", "H", "H", "H", "H", "H", "H", "H", "H"],
  "coordinates": [[-0.02180, 2.14019, 0.07242], [-1.02868, 0.98636, 0.33504], [-0.90238, -0.03649, -0.82613], [0.33069, -0.87619, -0.52569], [1.14981, -2.40423, 0.98565], [0.17492, -1.65802, 0.71069], [0.04788, 2.89536, 0.86370], [0.99297, 1.79950, -0.12642], [-0.38576, 2.69376, -0.80080], [-0.84573, 0.60894, 1.34409], [-1.98404, 1.51718, 0.42442], [-1.74805, -0.72604, -0.85593], [-0.83681, 0.49907, -1.77309], [1.25671, -0.30417, -0.50060], [0.55125, -1.55234, -1.37978], [1.93256, -2.54723, 0.20022], [1.31645, -3.03563, 1.85219]],
  "lumo_energy_ev": 1.2,
  "orbital_gap_ev": 10.903,
  "homo_energy_ev": -9.710,
  "spin_multiplicity": 1,
  "smiles": "C=NCCCC"
}

---

Version 2
{
  "formula": "C5H11N",
  "method": "wB97M-V/def2-TZVPD",
  "elements": ["C", "C", "C", "C", "C", "H", "H", "H", "H", "H", "H", "H", "H", "H", "H", "H", "N"],
  "coordinates": [[-0.74173, 1.60643, -0.42486], [-0.39027, 0.88362, 0.91550], [0.40976, -0.44058, 0.89066], [1.33316, -0.68923, -0.22435], [0.08763, -1.35433, -0.94694], [-1.36977, 2.53082, -0.18565], [0.20557, 2.10785, -0.95035], [-1.27787, 0.82494, -1.06730], [-1.50474, 0.53572, 1.44646], [0.18865, 1.58409, 1.74011], [0.86994, -0.65605, 1.92346], [2.13240, -1.44446, -0.04599], [1.84165, 0.18288, -0.78730], [0.44262, -2.31723, -1.27512], [-0.27849, -0.69959, -1.71684], [-1.47607, -1.19857, 0.34597], [-0.47245, -1.45633, 0.36257]],
  "lumo_energy_ev": 1.1,
  "orbital_gap_ev": 9.921,
  "homo_energy_ev": -8.818,
  "spin_multiplicity": 1,
  "smiles": "CC[C@@H]1CCN1"
}

---

Version 3
{
  "formula": "C5H11N",
  "method": "wB97M-V/def2-TZVPD",
  "elements": ["C", "N", "C", "C", "C", "C", "H", "H", "H", "H", "H", "H", "H", "H", "H", "H", "H"],
  "coordinates": [[1.77325, -1.88579, -0.46847], [1.09283, -0.68978, 0.03094], [0.09351, -0.08795, -0.98121], [-0.44758, 1.30669, -0.52551], [-1.49196, 1.28276, 0.52495], [-1.43121, 0.51784, 1.64930], [1.14861, -2.78675, -0.58414], [2.24230, -1.70510, -1.45030], [2.57231, -2.37393, 0.12345], [1.56678, 0.06594, 0.37197], [0.58329, 0.11768, -1.94650], [-0.70622, -0.88840, -1.12567], [0.36825, 2.02759, -0.18920], [-1.10880, 1.66843, -1.35099], [-2.41089, 1.85652, 0.37043], [-0.85844, -0.45745, 1.79579], [-2.02307, 0.50271, 2.57422]],
  "lumo_energy_ev": 1.1,
  "orbital_gap_ev": 9.581,
  "homo_energy_ev": -8.485,
  "spin_multiplicity": 1,
  "smiles": "C=CCCNC"
}

---

Energies in eV, measured from the most stable structure: version 1 0.000; version 2 1.562; version 3 1.359.

---

Version 1
{
  "formula": "C2H9NS",
  "method": "wB97M-V/def2-TZVPD",
  "elements": ["S", "H", "C", "N", "C", "H", "H", "H", "H", "H", "H", "H", "H"],
  "coordinates": [[2.52537, -1.96567, 0.22950], [3.25458, -2.40769, -0.79586], [-0.21707, 1.25187, -0.78457], [-0.09575, 0.33454, 0.32489], [-1.38695, -0.11840, 0.82902], [0.77128, 1.63362, -1.06644], [-0.63071, 0.74294, -1.65718], [-0.84921, 2.12766, -0.57709], [0.36905, 0.80198, 1.09461], [1.45543, -1.61348, -0.49123], [-1.90199, -0.73711, 0.09021], [-2.06400, 0.70298, 1.10119], [-1.23003, -0.75325, 1.70295]],
  "lumo_energy_ev": 1.0,
  "orbital_gap_ev": 10.036,
  "homo_energy_ev": -9.039,
  "spin_multiplicity": 1,
  "smiles": "CNC.S"
}

---

Version 2
{
  "formula": "C2H9NS",
  "method": "wB97M-V/def2-TZVPD",
  "elements": ["N", "H", "H", "H", "C", "S", "C", "H", "H", "H", "H", "H", "H"],
  "coordinates": [[6.16342, 0.75603, 3.17410], [6.06732, 1.73798, 3.41007], [5.87756, 0.46350, 2.26022], [5.65813, 0.27373, 3.90580], [-1.26985, -1.26568, -0.02403], [-1.53904, -0.33456, -1.51836], [-2.67683, 0.96650, -0.98706], [-0.55671, -2.08743, -0.17551], [-2.20710, -1.57575, 0.44750], [-0.68842, -0.68763, 0.69552], [-3.28995, 1.43134, -1.74331], [-3.36277, 0.54540, -0.24661], [-2.10457, 1.73846, -0.43569]],
  "lumo_energy_ev": 1.1,
  "orbital_gap_ev": 9.542,
  "homo_energy_ev": -8.478,
  "spin_multiplicity": 1,
  "smiles": "CSC.N"
}

---

Energies in eV, measured from the most stable structure: version 1 0.132; version 2 0.000.